Entry 1:
This record from the Open Molecules 2025 dataset describes the ion C10H18NO8 with charge -1 at a distorted geometry. The level of theory is ωB97M-V/def2-TZVPD.

The geometry in XYZ format:
```
37
Properties=species:S:1:pos:R:3:mulliken_charge:R:1
H 3.82 0.24 0.51 0.573
H 1.52 1.07 1.47 0.164
H -3.64 -2.57 0.19 0.354
H 1.31 -2.87 -0.91 0.328
C 2.50 1.30 -0.46 -0.238
C 0.20 2.25 0.26 -0.885
O 3.80 1.14 0.05 -0.718
C -1.54 0.96 -0.66 0.704
H -2.87 -0.54 -1.43 0.254
C 1.54 -1.12 -0.27 0.348
C -2.91 -2.14 0.89 -0.991
C 1.61 1.84 0.69 0.303
C 2.00 0.04 -1.18 -0.382
H -3.28 -2.31 1.91 0.338
O 2.73 -3.13 0.04 -0.802
H 0.20 2.68 -0.75 0.375
C -3.91 0.04 0.92 -1.041
N -2.70 -0.73 0.70 0.085
H 2.56 2.09 -1.22 0.450
H 0.50 -0.43 -2.25 0.411
H 0.91 -0.74 0.55 0.099
H -4.73 -0.24 0.23 0.360
O 3.59 -1.29 0.99 -0.786
O -1.87 1.81 -1.45 -0.671
O 0.78 -2.03 -1.04 -0.688
H -1.31 -1.14 -0.78 0.179
C 2.76 -1.92 0.33 0.762
H -3.70 1.09 0.79 0.275
H 2.85 -0.33 -1.78 0.328
O -0.63 1.10 0.28 -0.164
H -4.25 -0.13 1.94 0.361
O 2.26 2.97 1.23 -0.663
O 0.96 0.40 -2.06 -0.652
H -0.17 2.99 0.97 0.346
H -1.97 -2.66 0.77 0.248
H 3.21 2.75 1.14 0.419
C -2.13 -0.44 -0.61 -0.385
```

Summary:
gap between HOMO and LUMO	8.91	eV
calculated total energy	-28534.6595	eV
SMILES string	CN(C)CC(=O)OC[C@H](O)[C@@H](O)[C@H](O)[C@@H](O)C(=O)[O-]
charge	-1
HOMO level	-5.8	eV
largest force on an atom	1.22	eV/A

***

Entry 2:
This record from the Open Molecules 2025 dataset describes the molecule C10H18O at a distorted geometry. The level of theory is ωB97M-V/def2-TZVPD.

The geometry in XYZ format:
```
29
Properties=species:S:1:pos:R:3:mulliken_charge:R:1
H -2.41 0.00 -1.02 0.408
H -1.18 -1.24 -0.47 0.064
H 2.32 -0.88 3.00 0.247
H 0.71 2.08 0.53 0.398
C -1.26 0.35 0.91 -1.766
C 2.19 -1.38 1.94 -1.096
O -0.72 -0.01 -2.73 -0.620
H 0.08 -3.39 1.82 0.318
H 1.19 -0.47 -1.04 0.472
H 2.05 1.11 0.87 0.445
H 2.42 -2.50 2.08 0.363
H -1.53 1.41 1.01 0.508
C -1.46 -0.08 -0.50 -0.363
H -0.20 -0.86 -2.85 0.379
H 0.23 0.59 2.40 0.511
H 2.86 -0.86 1.07 0.230
C -0.96 2.12 -1.90 -1.540
C 0.65 -1.27 1.66 0.552
H -1.20 -1.97 1.43 0.234
C 0.97 0.56 -0.98 -1.061
H 1.71 1.04 -1.61 0.367
H -0.83 2.85 -1.06 0.288
C 1.03 1.00 0.45 -1.196
H -1.93 2.13 -2.32 0.425
C 0.17 0.18 1.38 0.797
C -0.52 0.65 -1.50 0.981
H -0.31 2.41 -2.78 0.341
H -1.87 -0.27 1.54 0.513
C -0.21 -2.32 1.74 -1.198
```

Summary:
gap between HOMO and LUMO	10.10	eV
calculated total energy	-12707.8209	eV
ΔE to the lowest compared entry with this formula, charge and spin	1.591	eV
SMILES string	C=C(C)[C@H]1CC[C@@](C)(O)CC1
charge	0
HOMO level	-9.2	eV
largest force on an atom	3.14	eV/A

***

Entry 3:
This record from the Open Molecules 2025 dataset describes the molecule C10H18O2 at a distorted geometry. The level of theory is ωB97M-V/def2-TZVPD.

The geometry in XYZ format:
```
30
Properties=species:S:1:pos:R:3:mulliken_charge:R:1
C -1.08 1.09 -0.64 -0.901
C 2.15 0.79 -0.31 -0.544
O -3.30 -3.07 0.29 -0.569
H -0.59 0.76 -1.55 0.357
C -2.18 -1.22 -0.93 -0.814
H 2.79 -1.66 -1.15 0.316
C -3.20 0.26 0.62 -0.669
C -3.20 -1.91 -0.07 0.501
H 0.22 2.73 -0.13 0.414
H 4.28 0.38 -0.11 0.388
H 2.73 -2.10 0.55 0.292
H 4.27 -1.94 -0.23 0.353
H -3.69 1.13 0.22 0.376
O -4.03 -0.90 0.36 -0.382
H -3.16 0.34 1.71 0.235
C -1.82 -0.07 0.03 0.568
C 3.34 -0.04 0.22 -0.535
C -0.12 1.80 0.31 -0.962
C 1.08 0.97 0.76 -0.452
H 1.75 0.28 -1.18 0.288
H 1.55 1.48 1.60 0.415
H -1.84 1.81 -0.94 0.467
H 3.30 0.00 1.30 0.302
H 0.79 -0.02 1.12 0.230
C 3.27 -1.52 -0.19 -1.167
H -1.22 -0.54 0.80 0.165
H -2.66 -0.86 -1.83 0.325
H -0.69 2.09 1.20 0.316
H -1.28 -1.79 -1.15 0.380
H 2.51 1.76 -0.66 0.308
```

Summary:
gap between HOMO and LUMO	11.06	eV
calculated total energy	-14756.8957	eV
ΔE to the lowest compared entry with this formula, charge and spin	0.377	eV
SMILES string	CCCCCC[C@H]1COC(=O)C1
charge	0
HOMO level	-10.2	eV
largest force on an atom	2.19	eV/A

***

Entry 4:
This record from the Open Molecules 2025 dataset describes the molecule C10H18O2 at a distorted geometry. The level of theory is ωB97M-V/def2-TZVPD.

The geometry in XYZ format:
```
30
Properties=species:S:1:pos:R:3:mulliken_charge:R:1
H -1.91 -2.17 0.74 0.553
C -2.58 -0.24 -0.43 0.675
C -1.87 1.01 -0.54 -1.110
C -3.70 -0.10 0.62 -1.652
H 2.89 1.85 -0.46 0.303
H -0.03 1.94 -1.25 0.274
H 2.05 -1.83 0.73 0.404
H -4.40 0.74 0.56 0.392
H -1.22 -1.86 -0.91 0.189
C 3.42 -0.33 -0.06 -0.404
C -0.37 0.85 -1.05 -0.975
H 1.07 1.75 1.49 0.247
C 2.29 -1.42 -0.20 -0.730
H 3.99 -0.23 -1.09 0.243
H -2.41 1.61 -1.32 0.444
H 3.40 1.53 1.23 0.295
H -1.83 1.67 0.34 0.313
H 1.65 0.13 1.87 0.299
O 1.24 -0.83 -0.90 -0.420
H -0.22 0.37 -2.10 0.324
H -4.22 -1.04 0.57 0.414
C 2.75 1.09 0.32 -0.640
O -0.48 -0.75 0.77 -0.497
H 4.02 -0.56 0.87 0.304
H 2.68 -2.21 -0.94 0.322
C 0.39 -0.01 -0.11 1.297
H -3.02 -0.35 -1.41 0.376
C 1.38 0.72 0.94 -0.873
C -1.61 -1.35 0.06 -0.715
H -3.35 -0.01 1.67 0.346
```

Summary:
gap between HOMO and LUMO	10.68	eV
calculated total energy	-14754.5493	eV
ΔE to the lowest compared entry with this formula, charge and spin	2.723	eV
SMILES string	C[C@H]1CC[C@@]2(CCCCO2)OC1
charge	0
HOMO level	-9.7	eV
largest force on an atom	4.45	eV/A

***

Entry 5:
This record from the Open Molecules 2025 dataset describes the molecule C10H18O6Si at a distorted geometry. The level of theory is ωB97M-V/def2-TZVPD.

The geometry in XYZ format:
```
35
Properties=species:S:1:pos:R:3:mulliken_charge:R:1
C 0.95 -2.61 0.95 0.805
H 0.00 0.39 2.76 0.431
C 1.43 -0.22 -2.55 -1.072
O -0.48 -1.47 -3.03 -0.610
O 1.52 -1.37 0.70 -0.255
H 3.03 -3.22 0.42 0.306
O -0.14 -2.85 1.39 -0.533
H -1.79 1.43 -0.27 -0.023
H 1.50 0.80 -2.70 0.312
H -2.23 -1.11 -0.12 0.165
C 1.74 3.61 -0.18 -1.134
O -0.40 -0.59 -1.03 0.106
O 1.52 1.15 0.00 -0.404
C 2.03 -3.64 0.59 -1.313
H 1.97 3.82 0.94 0.246
C -2.57 0.96 0.37 0.035
H 2.20 -0.35 -1.73 0.313
Si 0.53 -0.14 0.27 0.035
C 0.15 -0.79 -2.23 0.826
H 1.83 -0.78 -3.38 0.327
C -3.04 -0.32 -0.16 -1.111
H -2.66 0.38 2.43 0.400
H -3.24 1.80 0.23 0.520
C -0.57 0.14 1.84 -0.570
H 1.76 -4.13 -0.29 0.338
H 1.31 4.43 -0.73 0.349
C 0.89 2.35 -0.13 0.732
H 2.14 -4.32 1.38 0.403
H -3.77 -0.73 0.60 0.300
C -1.92 0.86 1.76 -0.602
H -0.77 -0.92 1.87 0.301
H 2.58 3.36 -0.77 0.348
H -1.69 1.96 2.14 0.190
O -0.33 2.55 -0.21 -0.556
H -3.50 -0.41 -1.12 0.395
```

Summary:
gap between HOMO and LUMO	9.94	eV
calculated total energy	-30827.5103	eV
ΔE to the lowest compared entry with this formula, charge and spin	1.923	eV
SMILES string	CCCC[Si](OC(C)=O)(OC(C)=O)OC(C)=O
charge	0
HOMO level	-9.5	eV
largest force on an atom	4.18	eV/A

***

Entry 6:
This record from the Open Molecules 2025 dataset describes a cluster of 2 separate species, C10H18OS in total at a distorted geometry. The level of theory is ωB97M-V/def2-TZVPD.

The geometry in XYZ format:
```
30
Properties=species:S:1:pos:R:3:mulliken_charge:R:1
H 2.85 -3.11 1.27 0.314
O 3.05 1.80 0.24 -0.436
C -3.43 0.75 1.50 -1.173
C 0.14 -0.05 -1.47 0.698
H -1.89 -0.87 1.21 0.391
H -2.00 -0.83 -1.07 0.230
H 0.54 -0.41 2.04 0.217
H 3.04 1.69 1.25 0.350
H -0.69 -2.02 -1.25 0.361
C -0.22 1.06 -2.50 -1.673
H 3.88 -1.72 1.55 0.316
H -1.23 1.94 0.12 0.356
H 0.38 1.99 -2.34 0.261
H -3.83 0.69 2.53 0.334
H -1.23 -1.16 -2.73 0.413
C -1.01 -1.10 -1.63 -1.305
C 2.84 -2.03 1.48 -1.313
H -3.43 1.84 1.11 0.280
H -1.20 1.35 -2.27 0.446
C -1.13 0.93 0.46 -0.459
H 0.02 0.76 -3.49 0.464
S 1.59 2.47 -0.07 -0.024
H 1.15 -0.46 -1.82 0.321
C 0.89 -0.31 0.97 -0.945
C -2.04 0.27 1.18 -0.186
C 2.00 -1.04 0.62 0.264
H -4.13 0.17 0.90 0.250
C 0.12 0.36 -0.04 0.633
H 2.46 -2.02 2.60 0.266
H 2.48 -0.96 -0.35 0.349
```

Summary:
gap between HOMO and LUMO (alpha / beta)	7.28 / 7.27	eV
calculated total energy	-23540.2103	eV
ΔE to the lowest compared entry with this formula, charge and spin	4.315	eV
charge	0
HOMO level (alpha / beta)	-7.6 / -7.6	eV
largest force on an atom	3.71	eV/A

***

Entry 7:
This record from the Open Molecules 2025 dataset describes the molecule C10H18Si at a distorted geometry. The level of theory is ωB97M-V/def2-TZVPD.

The geometry in XYZ format:
```
29
Properties=species:S:1:pos:R:3:mulliken_charge:R:1
H -1.72 -1.78 -2.07 0.321
H 1.72 -3.46 -0.50 0.399
H -0.24 -2.86 -2.31 0.276
H -1.79 -0.64 1.04 0.285
C -1.08 2.68 -0.31 -1.319
H 1.75 -2.72 1.09 0.300
H 2.50 -1.85 -0.25 0.337
H 0.63 3.68 -1.93 0.353
H -0.31 -1.11 -2.82 0.357
C 0.05 -0.33 3.03 -0.835
C -0.36 -1.44 2.45 -0.018
C -1.13 -1.49 1.25 -0.812
C 1.27 1.63 0.51 -0.458
C -0.62 -1.82 -2.06 -1.078
H -1.70 2.13 0.54 0.245
H -1.64 -2.43 1.16 0.476
C 1.72 -2.55 0.02 -1.142
H -1.10 3.74 -0.10 0.382
H 1.73 2.14 -2.31 0.319
C 0.31 2.09 -0.54 1.078
H -1.55 2.31 -1.27 0.320
C 0.73 2.56 -1.94 -1.279
C 0.58 0.67 -0.04 -0.415
H -0.28 0.60 2.64 0.240
H 1.97 2.15 1.14 0.396
Si 0.14 -1.37 -0.35 0.465
H -0.31 -2.47 2.94 0.266
H 0.64 -0.25 3.94 0.255
H -0.15 2.28 -2.66 0.285
```

Summary:
gap between HOMO and LUMO	9.36	eV
calculated total energy	-18535.5878	eV
ΔE to the lowest compared entry with this formula, charge and spin	4.164	eV
SMILES string	C=CC[Si](C)(C)C1=CC1(C)C
charge	0
HOMO level	-8.6	eV
largest force on an atom	3.97	eV/A